No. 1
80
Properties=species:S:1:pos:R:3:forces:R:3 method="wB97M-V/def2-TZVPD" homo_lumo_gap_ev=6.2872 max_force_ev_per_a=3.415 homo_energy_ev=-7.342
Sr -0.372560 -1.946916 4.957495 1.075 1.611 0.556
C -1.078768 2.055249 3.930035 -0.298 -0.317 -0.158
C -1.387306 1.170001 2.973813 -0.360 -0.293 0.383
C -0.718286 0.946491 1.647280 0.046 -0.204 -0.679
C 0.498594 -0.024366 1.654360 -0.028 0.271 -0.498
C 1.556252 0.212719 2.708475 0.427 -0.304 -0.038
C 1.836886 1.367559 3.322080 0.104 -0.552 0.432
C 1.256232 2.708725 3.015378 -0.389 0.568 0.259
C 0.023749 3.064888 3.903605 0.686 0.146 -0.085
C 1.960229 -1.737823 5.976599 0.293 -0.647 -0.075
H -1.692357 2.086219 4.834358 0.072 -0.133 -0.267
H -2.273270 0.523770 3.103078 0.337 0.363 0.296
H -0.432339 1.895321 1.169515 -0.187 -0.385 0.165
H -1.478791 0.482499 0.986628 0.380 0.303 0.273
H 0.110681 -1.066157 1.719269 0.238 0.383 0.124
H 0.980074 0.019623 0.652726 -0.295 -0.096 0.357
H 2.208682 -0.664181 2.887315 -0.529 0.509 0.352
H 2.528976 1.374086 4.181605 -0.102 -0.258 -0.660
H 1.001724 2.808406 1.953487 0.264 0.060 0.355
H 2.040427 3.448015 3.255423 -0.340 -0.148 -0.292
H 0.388896 3.209140 4.933422 -0.245 -0.020 -0.326
H -0.377243 4.039147 3.573255 0.081 -0.258 0.137
H 1.943436 -1.316397 6.998978 -0.215 -0.192 -0.276
H 2.740300 -1.152304 5.449912 -0.288 -0.286 0.012
H 2.361505 -2.781596 6.076719 0.035 0.616 0.031
P 1.547470 -1.238725 -3.627964 2.573 0.142 -2.241
P -1.455210 -0.679487 -3.257468 -2.216 1.370 -1.365
N 2.994006 -0.251081 -3.555069 0.223 1.047 0.634
N 2.339161 -2.458557 -4.660860 -0.703 -0.925 0.171
N -1.749529 1.036919 -3.048981 0.778 0.594 0.568
N -3.129623 -1.047904 -3.675044 -0.469 -0.987 -0.307
C 0.704612 -0.286684 -5.004263 -0.427 0.097 0.178
C -0.807251 -0.582473 -5.003511 0.302 -0.339 0.045
C 3.372878 0.421018 -2.384141 0.558 0.265 -0.998
C 4.399453 1.301085 -2.686946 -0.566 -0.589 -0.300
C 4.661050 1.188747 -4.096149 -1.051 -0.894 0.173
C 3.777844 0.242164 -4.605271 0.313 0.683 1.151
C 2.497277 -3.770822 -4.198054 0.232 0.101 -1.349
C 2.939805 -4.564920 -5.248394 -0.300 0.919 0.401
C 3.055833 -3.722359 -6.403756 -0.374 0.920 0.920
C 2.692044 -2.437219 -6.013037 -0.080 -1.218 0.298
C -1.565825 1.643070 -1.801045 -0.181 0.850 -0.830
C -1.675150 3.018932 -1.948544 -0.002 -0.966 -0.341
C -1.918729 3.278623 -3.337504 -0.006 -1.320 -0.127
C -1.963073 2.049151 -3.987709 0.325 0.716 1.033
C -4.035445 -0.344805 -4.481342 -0.404 -1.236 0.245
C -5.122545 -1.168408 -4.755756 1.265 0.136 0.567
C -4.867388 -2.435692 -4.126054 0.721 0.513 0.105
C -3.642062 -2.341455 -3.488167 -0.590 0.859 -0.541
H 1.110472 -0.504911 -6.002573 -0.008 0.069 0.521
H 0.893886 0.781280 -4.806544 -0.126 -0.301 0.089
H -1.335935 0.146407 -5.633808 0.023 -0.326 0.364
H -1.010437 -1.571791 -5.445122 0.104 0.158 0.170
H 2.867458 0.196347 -1.458799 0.084 0.035 0.041
H 4.914137 1.953773 -1.996640 -0.094 -0.125 -0.007
H 5.400615 1.728275 -4.669926 -0.070 -0.065 0.077
H 3.640799 -0.103080 -5.612004 0.104 0.000 0.044
H 2.266234 -4.004469 -3.172601 0.021 -0.065 0.009
H 3.150917 -5.620713 -5.207288 -0.005 0.018 0.070
H 3.352047 -4.011259 -7.402089 0.052 0.035 0.148
H 2.651962 -1.529243 -6.589239 0.003 -0.194 -0.047
H -1.375363 1.028842 -0.935868 -0.004 0.106 -0.095
H -1.595970 3.757695 -1.165787 0.018 -0.102 -0.007
H -2.043993 4.238630 -3.817416 -0.032 -0.097 0.097
H -2.130449 1.825881 -5.026746 0.071 0.120 0.072
H -3.837505 0.665306 -4.783737 -0.112 0.030 0.075
H -5.986503 -0.895047 -5.342358 0.058 -0.003 0.074
H -5.507892 -3.304553 -4.158151 0.085 0.060 0.072
H -3.071350 -3.057180 -2.920118 -0.084 -0.063 0.048
Cl -2.676513 -2.254805 6.492584 -0.776 -0.208 0.699
C -2.071116 -0.973928 7.620861 0.495 1.405 1.822
C -1.049925 -0.174235 7.186579 -0.191 -0.535 -1.406
C -0.608737 0.876142 7.978221 -1.266 -0.753 1.281
Cl 0.597410 1.952909 7.355878 0.201 0.116 0.132
C -1.149824 1.080589 9.283094 -0.224 -0.934 -1.125
Cl -0.608726 2.359740 10.272151 0.124 0.283 0.225
C -2.164727 0.200143 9.764753 0.621 -0.222 -1.613
Cl -2.802677 0.386766 11.337580 -0.100 0.030 0.186
C -2.640558 -0.832598 8.917730 0.617 0.214 -0.605
Cl -3.853061 -1.912145 9.467602 -0.272 -0.166 0.125

=====

No. 2
84
Properties=species:S:1:pos:R:3:forces:R:3 method="wB97M-V/def2-TZVPD" charge=-2 homo_lumo_gap_ev="5.6450 / 5.7062" max_force_ev_per_a=5.009 multiplicity=4 homo_energy_ev="-2.006 / -2.072" s_squared=3.78
V -0.332292 0.326589 -0.004986 -2.660 -1.233 1.246
I 0.437654 2.233897 -2.788043 -0.397 -0.298 -0.538
C -0.958755 0.830414 -3.590470 0.395 0.821 -0.184
C -1.495583 1.148461 -4.812349 0.219 0.206 0.309
C -2.271510 0.205433 -5.495215 -0.184 -0.303 -0.055
C -2.434316 -1.042724 -4.964577 -0.038 0.080 -0.213
C -1.890676 -1.379313 -3.708069 0.134 0.333 0.045
C -2.019149 -2.683304 -3.201327 0.030 -0.337 0.347
C -1.455553 -3.016900 -1.995573 -0.316 -0.287 -0.427
C -0.824933 -2.037318 -1.226124 0.234 0.450 -0.023
C -0.728495 -0.710620 -1.630644 -0.436 -0.656 -1.178
C -1.180721 -0.398285 -2.942071 -0.295 -0.668 -0.102
H -1.307483 2.113361 -5.259577 0.086 0.051 0.006
H -2.703708 0.462984 -6.453079 -0.015 -0.012 -0.066
H -2.964593 -1.809826 -5.512444 -0.109 -0.059 -0.059
H -2.553598 -3.414308 -3.793757 -0.018 -0.103 -0.016
H -1.522628 -4.034398 -1.628978 0.045 -0.043 -0.005
H -0.375113 -2.345228 -0.280958 -0.064 0.003 -0.024
C 0.832780 -4.265557 2.993006 0.183 -0.313 -0.173
S 1.916676 -5.681337 2.625278 -0.076 0.152 -0.021
C 1.635248 -5.941790 0.912835 0.006 -0.248 0.118
C 1.885641 -5.036418 -0.077075 -0.370 -0.932 -0.239
S 2.394880 -3.460320 0.090869 0.397 0.963 -0.253
S 1.599749 -5.717990 -1.727621 0.072 -0.241 0.926
C 1.265416 -7.354094 -1.256320 0.007 0.294 0.322
S 1.049317 -8.593353 -2.322063 -0.122 -0.343 -0.355
S 1.165012 -7.572264 0.455414 0.128 0.488 -0.487
H 0.984616 -4.028074 4.040348 -0.030 0.024 0.158
H -0.200361 -4.540912 2.810223 -0.145 0.056 0.015
H 1.134990 -3.422331 2.378402 -0.071 0.041 -0.012
C 4.168708 1.444200 -1.130078 -0.090 -0.081 0.042
C 4.001425 0.197828 -0.243930 0.757 0.105 -0.001
C 4.497269 0.479893 1.181340 -0.132 -0.019 -0.015
C 4.764101 -0.990388 -0.838755 -0.174 -0.012 0.055
C 2.575707 -0.060216 -0.183206 -1.245 -0.124 -0.212
N 1.416851 -0.058408 -0.194462 4.970 -0.616 0.083
H 5.214409 1.746793 -1.141788 0.110 0.021 0.010
H 3.557696 2.262183 -0.753432 0.007 0.123 0.056
H 3.844562 1.233284 -2.146460 -0.005 -0.014 -0.101
H 5.563382 0.705799 1.157452 0.060 0.023 -0.030
H 4.333217 -0.387618 1.816701 -0.002 -0.048 0.059
H 3.959412 1.321262 1.614001 -0.012 0.059 0.069
H 5.828769 -0.761885 -0.871699 0.082 0.116 0.006
H 4.415870 -1.204897 -1.845874 -0.029 -0.062 -0.086
H 4.611059 -1.880953 -0.235024 0.001 -0.102 -0.011
C -3.199107 -2.996659 2.839365 0.326 0.216 -0.093
Sb -2.406470 -1.198061 1.887359 -1.113 -0.374 0.017
C -4.001028 -1.305928 0.403633 0.263 0.013 0.144
C -3.579417 0.136942 3.132801 0.335 -0.148 -0.139
H -4.274156 -2.922745 2.963988 -0.200 0.148 -0.016
H -2.736481 -3.148145 3.806014 0.143 -0.043 0.245
H -2.983537 -3.855007 2.213276 0.089 -0.193 -0.139
H -4.956588 -1.460953 0.898070 -0.125 -0.003 0.138
H -3.823620 -2.128408 -0.282743 0.078 -0.121 -0.109
H -4.031644 -0.381514 -0.163771 0.044 0.138 -0.072
H -4.437784 -0.391168 3.540809 -0.067 -0.105 0.006
H -3.915859 0.961987 2.513216 -0.046 0.065 -0.113
H -2.962194 0.519085 3.937058 0.114 0.070 0.176
F 0.403950 0.767159 2.423527 -0.014 0.155 -0.691
B 0.308443 0.554536 3.824045 -0.219 -0.329 -0.184
F 1.569441 0.430232 4.343262 0.813 -0.131 0.339
F -0.346266 1.634993 4.388973 -0.429 0.743 0.334
F -0.449631 -0.600903 4.024294 -0.169 -0.467 0.296
C 1.277309 4.605045 1.663568 -0.075 -0.148 -0.019
C 0.527532 4.970996 0.422731 -0.265 0.041 0.139
C 1.207567 5.392063 -0.710886 -0.125 -0.031 0.017
C 0.525064 5.751365 -1.857866 -0.371 -0.036 0.263
Cl 1.412483 6.242472 -3.248978 0.353 0.216 -0.510
C -0.854955 5.715531 -1.911521 0.172 0.012 0.037
C -1.539259 5.269771 -0.797645 0.026 -0.085 0.232
C -0.869909 4.883692 0.359116 -0.097 0.458 -0.340
O -1.673026 4.527444 1.417525 0.256 0.335 -0.190
C -1.610489 3.192384 1.917849 0.006 -0.409 0.230
C -1.302838 2.171954 0.827763 -1.294 2.037 0.895
O -2.135178 1.294818 0.516772 -0.644 -0.341 0.124
O -0.205810 2.249378 0.243082 1.168 1.140 -0.043
H 2.298585 4.977939 1.618534 0.048 0.045 0.034
H 1.308997 3.518485 1.761803 0.000 -0.042 0.100
H 0.782452 5.013628 2.543984 0.022 -0.025 0.081
H 2.286278 5.433943 -0.703984 0.127 0.024 0.038
H -1.379107 6.005339 -2.808813 -0.012 -0.014 -0.086
H -2.617135 5.198013 -0.809832 -0.072 -0.018 0.027
H -2.596755 2.987560 2.338951 0.170 0.017 -0.032
H -0.854807 3.101381 2.704836 -0.107 -0.065 -0.120

=====

No. 3
13
Properties=species:S:1:pos:R:3:forces:R:3 method="wB97M-V/def2-TZVPD" homo_lumo_gap_ev=10.8957 max_force_ev_per_a=4.731 homo_energy_ev=-9.733
C -0.418620 0.162658 -0.808054 -3.719 1.591 -0.207
C -0.020762 -0.262292 1.674809 0.385 1.723 -1.163
C 0.380300 0.521243 0.390319 0.028 -0.939 1.455
N 0.384734 0.244839 -1.971680 2.094 -0.668 2.550
N -0.114473 -1.056714 -1.481329 -1.673 0.463 -0.558
H -1.882347 0.626543 -0.773120 4.478 -1.510 -0.232
H 0.572715 0.146945 2.478284 0.390 -0.596 0.409
H -0.096730 -1.316280 1.590132 0.534 -1.038 0.023
H -0.996273 0.085339 1.859870 -1.551 0.256 0.545
H 1.433910 0.302479 0.096989 -0.612 0.595 0.352
H 0.187758 1.556685 0.685946 0.567 0.113 -0.538
H -0.027438 0.499938 -2.788710 -2.027 0.369 -2.783
H 0.597225 -1.511383 -0.953456 1.108 -0.360 0.147

=====

These records have E values of -4511.72985, -5840.47172, -228.47299 Ha, in the order they appear.
These records have relative energy (zero: lowest compared OMol25 entry of this formula, charge and spin) values of 0.0, 255.4, 461.2 kJ/mol, in the order they appear.